Entry from the Open Molecules 2025 dataset: a cluster of 2 separate species, C5H14NO in total (ωB97M-V with the def2-TZVPD basis set).

Values from the calculation:
* ⟨S²⟩: 0.753
* HOMO level (alpha / beta): -5.62 / -9.94 eV
* spin multiplicity: 2
* relative energy (zero: lowest compared OMol25 entry of this formula, charge and spin): 20.5 kcal per mole
* E: -8947.224 eV
* F_max: 2.89 eV/Å
* gap between HOMO and LUMO (alpha / beta): 6.544 / 10.843 eV

```
21
Properties=species:S:1:pos:R:3:forces:R:3:mulliken_charge:R:1
C 1.113 1.559 -2.727 0.9 -0.9 0.9 -1.33
C 1.054 0.586 -1.524 -1.4 0.2 -1.2 -0.24
C 0.388 1.133 -0.269 1.0 1.2 -0.7 -0.63
C 0.217 0.095 0.815 0.3 -2.0 -0.6 -0.56
C 0.237 -2.381 0.605 0.8 -1.5 0.3 -0.70
N -0.324 -1.198 0.312 -0.9 2.7 -0.3 -0.09
H 1.498 0.957 -3.546 0.0 0.2 -0.3 0.35
H 0.110 1.858 -2.974 -0.3 0.6 -0.2 0.36
H 1.818 2.368 -2.545 -0.3 0.4 -0.1 0.36
H 0.343 -0.148 -1.936 0.8 -0.6 0.5 0.25
H 2.055 0.194 -1.337 -0.2 -0.4 0.1 0.31
H 1.063 1.952 0.046 -0.3 -0.3 0.6 0.32
H -0.524 1.676 -0.559 -0.1 -0.5 0.2 0.35
H 1.191 -0.336 1.057 0.3 1.2 0.9 0.28
H -0.381 0.461 1.651 0.3 0.0 0.2 0.25
H 0.081 -3.265 -0.009 -0.3 0.3 0.0 0.28
H 1.189 -2.351 1.123 -0.1 0.1 0.0 0.23
H -1.187 -1.070 -0.172 -0.4 -0.7 -0.2 0.20
H -2.804 -0.311 4.495 -0.4 0.0 0.2 0.32
H -4.035 -0.961 3.755 -0.7 0.1 0.4 0.31
O -3.100 -0.818 3.738 1.2 -0.1 -0.6 -0.63
```
Forces are in eV/Å.